The following is a quantum chemistry calculation of a 13-piece molecular cluster, C80H194N12O23 overall, from the OMol25 dataset.

As for the net charge: 0. The HOMO energy is -7.622 eV. The calculation puts the LUMO energy at 0.47 eV.

```
309
C80H194N12O23 ωB97M-V/def2-TZVPD
C -7.7304 2.9247 5.7095
C -6.5677 1.9871 5.7648
C -6.5502 1.2599 7.1743
C -5.5966 0.0823 7.1992
C -6.1028 -0.9944 6.2014
C -6.1366 -0.3986 4.7811
N -6.8861 0.8685 4.8497
O -7.1016 1.4923 3.6022
C -4.7184 -0.2283 4.0877
C -6.8582 -1.3883 3.9295
C -5.2859 2.6833 5.5340
H -8.6112 2.4630 6.0545
H -7.9318 3.3202 4.7094
H -7.5030 3.8666 6.3143
H -6.3884 2.0485 7.9724
H -7.6193 0.9654 7.2809
H -5.5701 -0.3226 8.1921
H -4.5722 0.3209 6.9641
H -7.1430 -1.2328 6.5039
H -5.5913 -2.0005 6.1707
H -4.8062 0.5157 3.3403
H -3.9327 -0.0784 4.8327
H -4.5242 -1.1377 3.5513
H -7.9795 -1.4604 4.1673
H -6.7123 -1.2354 2.8402
H -6.4199 -2.3582 4.1708
H -5.3423 3.6497 6.1610
H -5.1775 3.0691 4.5034
H -4.3192 2.2022 5.8580
H -6.3325 1.9148 3.1051
C -3.3218 3.9431 -2.9215
C -3.4542 2.7460 -3.8846
C -2.8684 1.5480 -3.1599
C -3.3479 0.1994 -3.7777
C -4.8533 0.2462 -3.8771
C -5.4199 1.4387 -4.7125
N -4.9264 2.5920 -3.9748
O -5.4411 3.7387 -4.6447
C -4.9568 1.3408 -6.2309
C -6.8595 1.3024 -4.5998
C -2.7090 3.0708 -5.2359
H -2.3263 4.1942 -2.5839
H -3.9995 3.7629 -2.0519
H -3.6616 4.8222 -3.4728
H -1.8201 1.6973 -3.1513
H -3.2160 1.6291 -2.1599
H -2.9331 -0.6799 -3.1546
H -2.8860 -0.0308 -4.7367
H -5.3317 0.3470 -2.8658
H -5.2006 -0.6115 -4.3306
H -3.8960 1.3254 -6.2943
H -5.2783 0.3914 -6.6010
H -5.3248 2.1909 -6.8407
H -7.2451 1.4652 -3.6056
H -7.3309 1.9218 -5.3360
H -7.1431 0.2404 -4.8702
H -1.8500 3.6046 -4.8350
H -3.2606 3.7261 -5.8982
H -2.3185 2.1586 -5.8047
H -5.3834 3.5306 -5.5726
C 3.6824 -1.4703 0.3255
C 4.4133 -2.8131 0.2244
O 3.5492 -3.9254 0.3089
H 2.6493 -1.7636 0.4570
H 3.7442 -0.8862 -0.6090
H 4.0583 -0.9433 1.2236
H 5.1749 -2.9424 1.0359
H 4.7535 -2.8995 -0.8001
H 3.6618 -4.3246 1.1896
C -1.5824 1.3680 2.7288
O -0.3714 1.0605 2.0527
C 0.5499 2.0712 2.0421
C 1.7306 1.6288 1.2095
N 1.6359 1.8048 -0.2108
C 0.7802 0.9184 -0.9905
C 1.2156 1.1205 -2.4555
O 2.6019 0.7958 -2.6379
C 2.8263 -0.2985 -3.4713
H -2.3219 0.6370 2.3799
H -1.9593 2.3312 2.3997
H -1.4965 1.3573 3.8253
H 0.9684 2.2418 3.0397
H 0.1412 2.9725 1.6626
H 1.9199 0.5820 1.4441
H 2.6215 2.2421 1.4908
H 2.6024 1.8130 -0.5613
H -0.2969 1.1021 -0.8564
H 1.0270 -0.0879 -0.6715
H 1.0606 2.1845 -2.7007
H 0.6053 0.5994 -3.1680
H 2.7545 -0.0600 -4.5353
H 2.1285 -1.1024 -3.1863
H 3.8749 -0.6393 -3.3593
C -1.2562 -2.0699 4.8713
O -1.7362 -3.3396 4.4837
C -3.1199 -3.2575 4.2684
C -3.5875 -4.5736 3.7560
N -4.9181 -4.8559 4.1963
C -5.3953 -6.1519 3.6577
C -6.7920 -6.4684 4.1891
O -7.4730 -7.5819 3.6392
C -6.9756 -8.8272 4.1398
H -1.2294 -1.3821 4.0079
H -0.2218 -2.1888 5.1714
H -1.9008 -1.6429 5.6371
H -3.3739 -2.3636 3.6624
H -3.7454 -3.1981 5.2205
H -2.8072 -5.3295 3.9718
H -3.6028 -4.5550 2.6605
H -4.9384 -4.8595 5.2126
H -4.7217 -6.9676 3.9287
H -5.4746 -6.1136 2.5310
H -7.3927 -5.6127 3.8615
H -6.8144 -6.5227 5.2709
H -5.8566 -8.9244 4.0234
H -7.4813 -9.6080 3.5334
H -7.3004 -8.8507 5.1696
C -0.5439 -0.1332 8.1183
O -0.3004 1.2829 8.3558
C -0.4262 1.9982 7.1593
C -0.1458 3.4479 7.3208
N -0.2530 4.1476 6.0603
C 0.0641 5.5209 6.0092
C 0.2474 6.0399 4.5833
O 1.4952 5.7008 4.0059
C 1.5835 6.0885 2.6320
H -1.5942 -0.2768 7.8784
H -0.1969 -0.7620 8.9456
H -0.0482 -0.3648 7.2059
H -1.4239 1.8143 6.7730
H 0.2363 1.6946 6.3601
H 0.9090 3.4454 7.6966
H -0.8034 3.9099 8.0579
H 0.3834 3.7399 5.3808
H 0.9200 5.7597 6.6138
H -0.7711 6.1401 6.3693
H 0.1516 7.1047 4.5781
H -0.5362 5.6529 3.9383
H 1.4413 7.2234 2.5187
H 0.8147 5.5201 2.0952
H 2.5396 5.7793 2.2020
C 0.7211 0.9714 -6.1498
O -0.3185 0.0759 -5.7250
C -0.6128 -0.9661 -6.6266
C 0.4821 -1.8785 -7.0144
N 1.0334 -2.6180 -5.8263
C 2.3234 -3.2905 -6.0740
C 2.5900 -4.4329 -5.0439
O 2.8646 -3.8452 -3.8045
C 2.8380 -4.7781 -2.7663
H 0.9550 1.5992 -5.2991
H 0.2595 1.5516 -6.9821
H 1.6630 0.4685 -6.4520
H -1.0187 -0.5568 -7.6109
H -1.3881 -1.6056 -6.1916
H 1.3162 -1.3891 -7.5079
H 0.1039 -2.6341 -7.7538
H 1.1419 -1.9897 -5.0183
H 3.2374 -2.6798 -6.1091
H 2.2168 -3.8031 -7.0381
H 3.4077 -5.1649 -5.3470
H 1.7051 -5.0484 -5.0776
H 1.8470 -5.2117 -2.6746
H 3.0637 -4.3589 -1.7859
H 3.5396 -5.5627 -2.9523
C 3.4148 4.8500 -5.8074
O 4.3302 4.2645 -4.9401
C 4.4602 2.8877 -4.9473
C 5.8129 2.5395 -4.3721
N 6.0817 3.1837 -3.0589
C 5.0551 2.8926 -2.0449
C 5.8039 3.2680 -0.7568
O 4.9753 2.7895 0.3159
C 5.4163 3.3014 1.5250
H 3.3474 5.8863 -5.5833
H 2.3506 4.5105 -5.6645
H 3.6594 4.6630 -6.8657
H 4.3412 2.4654 -5.9470
H 3.7351 2.5073 -4.2221
H 6.5427 2.8684 -5.0848
H 5.8839 1.4664 -4.2121
H 6.1841 4.1959 -3.2284
H 4.8537 1.8048 -2.0678
H 4.2084 3.5328 -2.0871
H 5.9321 4.2931 -0.7053
H 6.8315 2.7613 -0.7261
H 6.4977 3.2031 1.5006
H 5.0095 2.7216 2.3239
H 5.1077 4.3584 1.6273
C 6.8046 7.2937 -5.2199
O 5.5852 7.5903 -4.5783
C 5.7610 8.1777 -3.3214
C 5.9485 7.1258 -2.2278
N 4.8240 6.2413 -2.0591
C 3.9143 6.7125 -1.0611
C 2.8232 5.6363 -0.8535
O 2.0919 5.6124 -2.0500
C 0.8462 4.8902 -1.8414
H 6.9445 8.0665 -6.0275
H 6.8236 6.2980 -5.6280
H 7.6889 7.4677 -4.5621
H 4.7549 8.5884 -3.1373
H 6.4705 9.0168 -3.2338
H 6.1678 7.6613 -1.2533
H 6.8466 6.5068 -2.3686
H 4.2851 6.2179 -2.9409
H 3.3614 7.7323 -1.3054
H 4.4937 6.8562 -0.1481
H 2.1658 5.9957 -0.0428
H 3.3011 4.6942 -0.6417
H 0.3595 4.8902 -2.8262
H 0.2355 5.4198 -1.1363
H 1.0262 3.8491 -1.4662
C 4.5874 -5.3191 8.5843
O 3.8831 -5.1557 7.3858
C 4.2852 -6.0194 6.3520
C 3.2110 -5.8220 5.2952
N 3.2274 -4.4219 4.8484
C 1.9918 -4.0325 4.1216
C 2.1708 -2.6846 3.4692
O 2.1497 -1.7797 4.5311
C 2.1109 -0.4299 4.0841
H 4.3706 -4.5239 9.2692
H 5.6726 -5.2608 8.4271
H 4.4238 -6.2482 9.0524
H 4.4150 -7.0861 6.6719
H 5.2652 -5.6592 5.9855
H 2.1874 -6.1273 5.6716
H 3.4064 -6.4494 4.3892
H 3.4035 -3.8756 5.6787
H 1.0697 -3.9355 4.7002
H 1.8000 -4.7699 3.3140
H 1.3714 -2.3727 2.7974
H 3.1075 -2.6078 2.9607
H 1.2143 -0.2671 3.5539
H 2.9856 -0.2647 3.3342
H 2.3519 0.1391 4.9806
C -1.9422 4.8284 1.2330
O -3.1348 4.1409 0.8421
C -4.3251 4.5354 1.6375
C -5.4308 3.7214 1.0819
N -5.4480 2.3512 1.5967
C -6.0862 1.4276 0.6756
C -5.2031 0.7489 -0.3304
O -4.2544 -0.0150 0.3949
C -3.3441 -0.7508 -0.3192
H -1.1166 4.2773 0.8369
H -1.8836 4.6742 2.3203
H -1.9689 5.8971 0.9974
H -4.4898 5.6236 1.5650
H -3.9761 4.2417 2.6780
H -5.3077 3.7817 -0.0156
H -6.4246 4.1360 1.3001
H -4.4703 2.0520 1.6972
H -6.8396 2.0161 0.0855
H -6.5797 0.6318 1.1857
H -4.6716 1.4725 -0.9125
H -5.7693 0.0887 -0.9827
H -2.8400 -1.4766 0.3684
H -2.5700 -0.0719 -0.7845
H -3.8844 -1.3379 -1.0721
C 6.4172 -7.7702 -2.1395
O 6.4710 -6.3768 -2.0271
C 6.8004 -5.5741 -3.1695
C 7.0408 -4.1914 -2.6637
N 6.4061 -3.2633 -3.6904
C 6.7136 -1.8309 -3.5934
C 6.5324 -1.1146 -2.3006
O 7.5539 -1.3697 -1.3992
C 7.6712 -0.4703 -0.3405
H 5.7197 -8.0982 -2.8989
H 6.2013 -8.2185 -1.1668
H 7.4156 -8.1558 -2.5295
H 5.9562 -5.6290 -3.8557
H 7.6449 -6.0765 -3.7285
H 8.0984 -4.0416 -2.5501
H 6.5190 -4.0308 -1.7007
H 5.4043 -3.2791 -3.6851
H 6.1832 -1.2978 -4.3522
H 7.8060 -1.6921 -3.7756
H 5.5024 -1.2461 -1.9278
H 6.5727 -0.0404 -2.5602
H 8.4897 -0.7851 0.3202
H 6.7721 -0.4113 0.2618
H 7.9005 0.5703 -0.6740
C -0.3621 -2.6967 -0.1133
O -1.3153 -2.6874 -1.1345
C -0.8626 -3.5074 -2.2696
C -1.7318 -3.4532 -3.4985
N -1.2004 -4.2516 -4.5502
C -2.2250 -4.6178 -5.5577
C -1.5619 -5.7608 -6.2735
O -2.4641 -6.2276 -7.3277
C -2.1066 -7.4216 -7.9036
H -0.6905 -2.0384 0.7203
H 0.5778 -2.2833 -0.4770
H -0.2768 -3.7537 0.2412
H -0.8316 -4.6101 -1.9843
H 0.1923 -3.2292 -2.5081
H -1.9478 -2.4292 -3.8518
H -2.6769 -3.9006 -3.2194
H -0.3438 -3.9548 -5.0137
H -2.3650 -3.8009 -6.2710
H -3.2011 -4.8874 -5.1287
H -1.4678 -6.5703 -5.5552
H -0.6058 -5.3969 -6.6977
H -1.7213 -8.1868 -7.2048
H -1.3942 -7.2625 -8.7077
H -2.9989 -7.8612 -8.4026
```



The following is a quantum chemistry calculation of a 7-piece molecular cluster, C80H48F16O12 overall, from the OMol25 dataset.

As for the net charge: 0. The HOMO energy is -9.327 eV. The calculation puts the LUMO energy at -1.46 eV.

```
156
C80H48F16O12 ωB97M-V/def2-TZVPD
F -28.6942 -4.8351 14.1977
C -29.0906 -3.9184 13.2424
F -28.0259 -3.7828 12.4636
C -30.4106 -4.2554 12.5634
F -30.1640 -5.2116 11.6403
F -30.8296 -3.2317 11.8474
C -31.4369 -4.6078 13.7266
O -31.8382 -3.4717 14.4703
C -32.9857 -2.7871 14.0900
F -32.9264 -1.6661 14.6875
F -33.0480 -2.4849 12.7093
C -34.1986 -3.4257 14.8209
F -35.2519 -2.6528 14.7978
F -34.5130 -4.6960 14.4735
H -29.2859 -2.9445 13.6913
H -30.9837 -5.3351 14.4002
H -32.2943 -5.0932 13.2605
H -33.8743 -3.5766 15.8506
F -27.3268 5.5028 19.5527
C -26.9629 5.7197 18.2984
F -27.8829 6.5457 17.8861
C -25.5156 6.3633 18.2140
F -25.6129 7.5427 18.7731
F -25.2926 6.4518 16.9238
C -24.4357 5.5366 18.9748
O -24.0488 4.3404 18.2152
C -22.6498 3.9841 17.9890
F -22.2620 3.5864 19.1222
F -22.7952 2.8474 17.3370
C -21.5828 4.9457 17.3114
F -20.4740 4.3306 17.0179
F -22.0106 5.4723 16.2141
H -27.0173 4.7412 17.8213
H -24.7677 5.2768 19.9799
H -23.5636 6.1904 18.9859
H -21.2173 5.7003 18.0078
O -17.6583 -3.6837 14.4926
C -18.0928 -2.6622 15.0091
C -19.4929 -2.5366 15.4871
C -20.3392 -3.6711 15.3753
C -21.7018 -3.4999 15.6317
C -22.2942 -2.2797 15.8585
C -21.5020 -1.1409 15.9400
C -20.0920 -1.2508 15.7117
C -19.2631 -0.0375 15.7547
O -19.7346 1.0707 16.0396
C -17.7386 -0.1294 15.5263
C -16.9971 0.9588 15.6634
C -15.6772 0.8844 15.2562
C -15.0600 -0.2820 14.9048
C -15.8304 -1.4437 14.9108
C -17.2484 -1.3303 15.1285
H -20.0173 -4.6013 14.9311
H -22.2824 -4.3494 15.3036
H -23.3658 -2.1484 15.8847
H -21.8815 -0.1394 16.0790
H -17.3079 1.8650 16.1620
H -15.2034 1.8395 15.4287
H -14.0350 -0.3758 14.5779
H -15.4739 -2.4177 14.6097
O -28.3807 2.9592 15.7902
C -27.4344 2.4489 15.2048
C -26.3416 3.1740 14.4890
C -26.3494 4.5444 14.5458
C -25.2361 5.1857 14.0669
C -24.2141 4.5663 13.3687
C -24.1708 3.2042 13.3895
C -25.2370 2.4412 13.9423
C -25.1914 0.9690 13.9925
O -24.2594 0.3608 13.4533
C -26.2586 0.2117 14.7445
C -26.2581 -1.1846 14.7520
C -27.0602 -1.8292 15.6908
C -28.0950 -1.1366 16.3724
C -28.2269 0.2274 16.1979
C -27.3351 0.9170 15.3003
H -27.1482 5.0434 15.0744
H -25.2140 6.2569 13.9316
H -23.5915 5.2695 12.8355
H -23.3757 2.7177 12.8440
H -25.5249 -1.7752 14.2229
H -27.1730 -2.9033 15.6790
H -28.8480 -1.7074 16.8955
H -29.1032 0.6659 16.6521
O -28.8912 -0.0336 20.7861
C -27.8007 -0.3746 20.2958
C -27.4724 -1.6189 19.6600
C -28.4391 -2.6577 19.7211
C -28.2489 -3.9247 19.1410
C -27.0880 -4.2327 18.4358
C -26.0624 -3.2572 18.4171
C -26.2982 -1.9341 18.9023
C -25.2628 -0.8584 18.6701
O -24.2408 -0.9174 17.9477
C -25.4233 0.3499 19.5489
C -24.3330 1.1821 19.7266
C -24.4938 2.3432 20.5965
C -25.6884 2.5873 21.3199
C -26.6814 1.6244 21.2192
C -26.5833 0.5600 20.3382
H -29.2732 -2.6384 20.4068
H -29.1049 -4.5723 19.2608
H -27.0142 -5.2416 18.0576
H -25.1074 -3.4433 17.9483
H -23.3918 0.8908 19.2844
H -23.7010 3.0766 20.5914
H -25.7490 3.4248 21.9992
H -27.5153 1.8140 21.8788
O -27.1451 5.8641 10.9572
C -26.7384 4.7158 10.7160
C -25.4947 4.5772 9.8220
C -24.9278 5.6461 9.1959
C -23.8264 5.6550 8.4316
C -23.2616 4.4471 8.1093
C -23.8117 3.2545 8.6361
C -24.9858 3.2269 9.5150
C -25.5746 1.9536 10.0983
O -25.0720 0.8978 9.8850
C -26.8347 2.1981 10.9079
C -27.4699 1.1234 11.5038
C -28.6588 1.3408 12.2839
C -29.2264 2.5734 12.5489
C -28.6867 3.6002 11.8783
C -27.4726 3.5207 11.1420
H -25.4818 6.5730 9.2125
H -23.4933 6.5827 7.9903
H -22.4896 4.3169 7.3654
H -23.2354 2.3618 8.4429
H -26.9529 0.1768 11.4484
H -29.0233 0.5232 12.8880
H -29.9760 2.7889 13.2959
H -29.1450 4.5671 12.0250
O -22.2397 -7.2042 8.5551
C -23.3241 -7.0134 9.0374
C -24.6309 -7.4232 8.4314
C -24.4847 -8.3622 7.4573
C -25.6767 -8.8635 6.8385
C -26.9134 -8.4830 7.2644
C -27.0213 -7.4549 8.2135
C -25.9024 -7.0200 8.9372
C -26.0053 -6.1662 10.1252
O -27.0136 -5.7754 10.6020
C -24.7333 -5.6869 10.6811
C -24.8169 -4.7816 11.8035
C -23.6370 -4.3583 12.3930
C -22.3590 -4.7570 11.9081
C -22.2477 -5.4469 10.7584
C -23.4210 -6.0103 10.1586
H -23.5439 -8.6649 7.0218
H -25.5382 -9.6731 6.1372
H -27.7445 -8.9974 6.8051
H -27.9567 -7.0117 8.5219
H -25.8232 -4.4650 12.0352
H -23.5934 -3.8075 13.3209
H -21.4355 -4.3571 12.3001
H -21.3243 -5.5891 10.2166
```



Energy relative to the best compared isomer or geometry (same formula, charge and spin), respectively: 0.000; 0.000 eV.
Maximum force, respectively: 3.9; 5.5 eV/A.